A cluster of 10 separate species, C43H107FN3O10S in total in a non-equilibrium geometry, computed with the ωB97M-V functional and the def2-TZVPD basis.

Each line ends with the Mulliken charge.
Positions of all 165 atoms, in Å:
C: 10.70426 2.67194 -1.33053  -1.187
C: 9.35916 3.32256 -1.53784  0.024
O: 8.38831 2.48773 -0.89383  -0.446
C: 7.11094 3.00991 -0.88622  0.160
N: 6.56317 2.68728 0.42459  0.075
C: 5.32596 2.45530 0.69503  0.167
N: 5.04761 2.12383 2.01345  -0.269
F: 5.49994 0.83705 2.31228  -0.222
N: 4.37764 2.53927 -0.27720  1.146
C: 3.21716 1.62281 -0.11494  -0.417
C: 2.53205 1.35908 -1.44727  -0.259
C: 2.88635 0.03434 -2.08195  -1.321
S: 4.40441 0.10977 -3.06051  -0.200
H: 10.53964 1.72118 -0.85077  0.423
H: 11.23246 2.50545 -2.25489  0.284
H: 11.34208 3.26030 -0.69100  0.246
H: 9.12543 3.43813 -2.58716  0.329
H: 9.35446 4.29824 -1.06795  0.209
H: 6.48069 2.54507 -1.63309  -0.064
H: 7.10171 4.08190 -1.02024  -0.003
H: 7.22918 2.65636 1.18475  0.334
H: 4.06098 2.16557 2.23484  0.186
H: 4.04275 3.50023 -0.32513  -0.290
H: 3.54538 0.69478 0.32909  0.861
H: 2.50250 2.06584 0.56244  0.461
H: 2.73392 2.15704 -2.14712  0.107
H: 1.46813 1.34766 -1.25101  -0.013
H: 2.06581 -0.20355 -2.73725  0.568
H: 2.97362 -0.73451 -1.33027  0.534
H: 4.91188 1.17116 -2.44991  -0.129
C: -2.01300 -1.91642 -0.89997  -1.204
C: -0.94922 -0.85317 -0.72015  -0.205
O: -1.18335 0.41337 -1.29118  -0.163
C: -2.25372 1.21630 -0.84275  -0.262
C: -2.17767 1.51887 0.64416  -1.027
H: -2.22761 -2.06997 -1.95793  0.298
H: -1.67637 -2.86058 -0.47206  0.448
H: -2.94907 -1.64224 -0.40897  0.141
H: -0.01990 -1.16763 -1.20071  0.118
H: -0.71972 -0.73704 0.34750  0.413
H: -3.23520 0.81320 -1.11450  0.365
H: -2.12403 2.13934 -1.40962  0.224
H: -2.34339 0.64046 1.26817  0.346
H: -2.93359 2.25786 0.90836  0.445
H: -1.18215 1.90690 0.87367  0.025
C: 14.03134 7.56264 -1.38004  -1.051
C: 13.51269 6.18767 -1.75926  -0.358
O: 12.20446 5.91065 -1.28109  -0.386
C: 11.18233 6.77078 -1.73667  -0.196
C: 11.00735 6.77366 -3.24719  -1.082
H: 14.01766 7.69107 -0.29760  0.302
H: 15.05582 7.68120 -1.73063  0.390
H: 13.43706 8.36373 -1.82144  0.262
H: 14.14257 5.42095 -1.31035  0.334
H: 13.56228 6.04175 -2.84358  0.316
H: 11.32747 7.79288 -1.36910  0.357
H: 10.26697 6.40156 -1.26946  0.138
H: 11.88945 7.15435 -3.76074  0.352
H: 10.16482 7.40732 -3.52616  0.392
H: 10.82068 5.76246 -3.61348  0.255
C: -6.48022 -4.47418 0.83178  -1.057
C: -5.40349 -3.41649 0.99090  -0.258
O: -5.72220 -2.16690 0.39880  -0.401
C: -6.88353 -1.52865 0.89966  -0.424
C: -6.82912 -1.22337 2.38576  -0.732
H: -6.70585 -4.63647 -0.22295  0.217
H: -6.14690 -5.41777 1.26287  0.421
H: -7.40737 -4.19178 1.33120  0.228
H: -4.49166 -3.74516 0.49047  0.278
H: -5.14985 -3.28292 2.04870  0.361
H: -7.77631 -2.11794 0.66364  0.321
H: -6.96438 -0.60020 0.33399  0.358
H: -6.76275 -2.13111 2.98726  0.035
H: -7.72916 -0.69039 2.69267  0.423
H: -5.96118 -0.60442 2.61910  0.221
C: -6.93079 -5.59414 -3.75783  -0.956
C: -6.65099 -6.95247 -3.13698  -0.386
O: -7.59762 -7.33989 -2.16035  -0.417
C: -8.93715 -7.45575 -2.60422  -0.331
C: -9.14141 -8.47368 -3.71308  -1.023
H: -6.97902 -4.82619 -2.98452  0.195
H: -6.14135 -5.32942 -4.46148  0.391
H: -7.87587 -5.57879 -4.30149  0.277
H: -5.69328 -6.92005 -2.61726  0.340
H: -6.56241 -7.72059 -3.91354  0.354
H: -9.32907 -6.47726 -2.90493  0.299
H: -9.49894 -7.76025 -1.72181  0.329
H: -8.60883 -8.20152 -4.62502  0.263
H: -10.20048 -8.54752 -3.95919  0.386
H: -8.78777 -9.45594 -3.39887  0.289
C: 3.40510 4.28429 2.87238  -1.087
C: 3.53386 4.78843 1.44541  -0.767
O: 2.98187 3.91806 0.46474  0.585
C: 1.58685 3.64262 0.58680  -0.479
C: 0.69489 4.86559 0.51876  -1.699
H: 3.87424 3.30365 2.98162  0.167
H: 3.89598 4.97473 3.55620  0.553
H: 2.36538 4.19294 3.18551  0.310
H: 4.58849 4.88144 1.18030  0.243
H: 3.09957 5.78764 1.35371  0.749
H: 1.39491 3.07164 1.50340  0.490
H: 1.34814 2.98061 -0.24801  -0.301
H: 0.88137 5.56022 1.33794  0.427
H: -0.35235 4.56943 0.56742  0.445
H: 0.86393 5.40209 -0.41564  0.242
C: 1.22825 4.35347 -3.86268  -0.054
C: -0.27062 4.56935 -3.72704  -0.329
O: -0.95532 4.65043 -4.95575  -0.481
C: -0.87921 3.50460 -5.78593  -0.297
C: -1.43842 2.24015 -5.15427  -0.745
H: 1.67761 5.14903 -4.45800  0.429
H: 1.69809 4.34735 -2.87588  -0.587
H: 1.46324 3.40324 -4.34589  0.325
H: -0.45490 5.52241 -3.23049  0.337
H: -0.71743 3.79344 -3.09191  0.051
H: 0.15091 3.34214 -6.12444  0.244
H: -1.46130 3.76039 -6.66991  0.357
H: -0.87650 1.93328 -4.27004  0.014
H: -1.39979 1.41938 -5.87007  0.443
H: -2.47583 2.39065 -4.85451  0.270
C: -8.34429 -6.26377 5.78343  -0.667
C: -7.27466 -5.20290 5.97288  -0.380
O: -7.59646 -3.94533 5.40602  -0.388
C: -8.76324 -3.31828 5.90770  -0.280
C: -8.72079 -3.02866 7.39827  -1.117
H: -8.56247 -6.40285 4.72443  0.278
H: -8.00490 -7.21573 6.19161  0.065
H: -9.27668 -6.00221 6.28516  0.274
H: -6.35963 -5.51306 5.46790  0.307
H: -7.02613 -5.09253 7.03469  0.296
H: -9.65282 -3.90577 5.65466  0.323
H: -8.84077 -2.38023 5.35773  0.311
H: -8.65793 -3.94079 7.99222  0.270
H: -9.62417 -2.49926 7.70066  0.399
H: -7.85613 -2.41055 7.64203  0.308
C: -5.36935 -10.08923 6.22135  -1.063
C: -6.84964 -10.34788 6.44733  -0.384
O: -7.61447 -10.40555 5.25981  -0.396
C: -7.25654 -11.41567 4.33489  -0.336
C: -7.36210 -12.82856 4.88265  -1.024
H: -5.22577 -9.16472 5.66036  0.277
H: -4.85650 -9.99918 7.17906  0.400
H: -4.89163 -10.89607 5.66471  0.288
H: -7.27698 -9.52435 7.01994  0.344
H: -6.99482 -11.25401 7.04612  0.327
H: -6.25213 -11.23316 3.93536  0.302
H: -7.95053 -11.29333 3.50404  0.313
H: -6.67151 -13.00262 5.70858  0.264
H: -7.12791 -13.54918 4.09932  0.387
H: -8.37217 -13.02298 5.24385  0.292
C: 5.75123 8.19184 -2.59942  -1.412
C: 6.20187 6.84671 -2.06410  -0.345
O: 5.19410 6.13816 -1.35029  -0.189
C: 4.01980 5.82001 -2.08162  0.902
C: 4.26192 4.93157 -3.29111  -0.243
H: 5.38579 8.82236 -1.78912  0.319
H: 6.58718 8.69629 -3.08192  0.413
H: 4.95441 8.09540 -3.33733  0.296
H: 7.00767 6.99069 -1.34324  0.404
H: 6.60557 6.22558 -2.87284  0.330
H: 3.47512 6.72436 -2.36631  0.426
H: 3.37687 5.30859 -1.36558  -1.244
H: 4.86136 5.42441 -4.05539  0.488
H: 3.30692 4.66535 -3.74500  -0.226
H: 4.77876 4.01208 -3.00829  -0.047

Values from the calculation:
F_max: 5.51 eV/A
HOMO energy: -10.55 eV
total charge: +1
E: -3116.6860 a.u.

---

A cluster of 8 separate species, C43H109N9O15 in total in a non-equilibrium geometry, computed with the ωB97M-V functional and the def2-TZVPD basis.

Each line ends with the Mulliken charge.
Positions of all 176 atoms, in Å:
C: -10.35138 3.99649 -0.72998  -0.836
O: -9.38155 4.97125 -0.95812  -0.281
C: -8.99039 5.15639 -2.28916  -0.721
C: -9.40542 6.58554 -2.87527  -0.591
N: -8.44708 7.48397 -2.39042  -0.419
C: -8.41961 7.76847 -0.91996  -0.442
C: -9.84062 8.18601 -0.32617  -0.459
O: -9.81680 8.85512 0.85170  -0.359
C: -9.75442 10.29790 0.88348  -0.689
H: -11.24010 4.31461 -1.27505  0.364
H: -10.61973 4.16787 0.31248  0.258
H: -9.96393 2.99084 -0.89327  0.308
H: -9.28633 4.34061 -2.94872  0.522
H: -7.90784 5.07981 -2.39067  0.340
H: -10.46182 6.83645 -2.77950  0.241
H: -9.27130 6.39762 -3.94054  0.412
H: -7.47771 7.38080 -2.65456  0.272
H: -7.75825 8.60841 -0.70736  0.397
H: -7.85476 6.98255 -0.41857  0.299
H: -10.46317 7.34204 -0.02911  0.185
H: -10.41597 8.65406 -1.12492  0.373
H: -9.94831 10.47005 1.94220  0.248
H: -10.60236 10.64795 0.29477  0.320
H: -8.80669 10.79561 0.67803  0.257
C: 2.02454 15.40248 0.33591  -0.707
O: 1.92128 14.03090 0.36780  -0.308
C: 3.19521 13.23154 0.41262  -0.391
C: 2.96350 11.73069 0.87959  -0.576
N: 3.95934 10.65883 0.71499  -0.374
C: 4.13518 10.28831 -0.62673  -0.518
C: 2.97553 9.30973 -0.98034  -0.631
O: 2.63324 8.27440 -0.01283  -0.374
C: 2.89686 6.95756 -0.60187  -0.732
H: 2.11581 15.85348 -0.65220  0.276
H: 2.74474 15.79702 1.05267  0.298
H: 1.03929 15.83633 0.50671  0.259
H: 3.90729 13.62427 1.13843  0.296
H: 3.56083 13.25712 -0.61392  0.270
H: 2.02596 11.38603 0.44332  0.289
H: 2.81310 11.91000 1.94418  0.335
H: 3.69303 9.85767 1.26938  0.322
H: 5.13275 9.84907 -0.63263  0.362
H: 4.07077 11.08276 -1.37025  0.240
H: 3.12977 8.88648 -1.97290  0.482
H: 2.05316 9.86837 -1.13922  0.325
H: 3.88948 6.90319 -1.04893  0.331
H: 2.19557 6.72475 -1.40318  0.300
H: 2.75908 6.23672 0.20405  0.228
C: -0.94016 -6.23961 4.65201  -0.760
O: -0.58215 -7.46025 3.96512  -0.294
C: -0.16147 -8.45726 4.80787  -0.465
C: -0.19011 -9.81053 4.12342  -0.636
N: 0.31005 -9.65570 2.76576  -0.275
C: 0.30795 -10.97605 2.00061  -0.303
C: 1.52654 -11.78653 2.34842  -0.578
O: 1.64371 -12.84958 1.51680  -0.371
C: 2.39387 -12.68116 0.32013  -0.572
H: -2.01080 -6.31330 4.84279  0.289
H: -0.78791 -5.47480 3.89044  0.203
H: -0.32176 -5.96721 5.50728  0.323
H: -0.83266 -8.68363 5.63634  0.328
H: 0.85907 -8.22699 5.11378  0.333
H: -1.19495 -10.21232 4.25364  0.319
H: 0.30154 -10.50052 4.80921  0.322
H: -0.17283 -8.95054 2.22755  0.215
H: 0.36276 -10.98647 0.91204  0.254
H: -0.62637 -11.50081 2.20006  0.300
H: 1.33393 -12.14502 3.35961  0.232
H: 2.46017 -11.24270 2.49221  0.395
H: 1.72760 -12.09954 -0.31698  0.232
H: 2.64593 -13.67755 -0.04284  0.214
H: 3.32279 -12.12603 0.45065  0.297
C: -0.46958 -13.27338 -9.02010  -0.682
O: -0.23424 -12.72007 -7.70647  -0.323
C: 0.54429 -11.57355 -7.63351  -0.510
C: 1.04670 -11.21275 -6.17402  -0.919
N: 0.26424 -10.23234 -5.43482  -0.207
C: -0.96689 -10.66733 -4.78893  -0.360
C: -1.76255 -9.54716 -4.08130  -0.668
O: -1.42925 -8.93976 -2.87107  -0.311
C: -2.50027 -8.19345 -2.39179  -0.734
H: 0.37600 -13.77434 -9.49142  0.257
H: -0.75976 -12.37527 -9.56536  0.285
H: -1.34807 -13.91751 -8.98221  0.259
H: 0.13492 -10.65760 -8.05959  0.269
H: 1.42279 -11.81882 -8.23033  0.475
H: 2.08122 -10.89271 -6.04977  0.546
H: 1.01760 -12.15472 -5.62633  0.309
H: 0.86661 -9.58130 -4.95169  0.231
H: -0.83804 -11.41162 -4.00310  0.266
H: -1.48796 -11.02507 -5.67697  0.274
H: -2.76359 -9.95918 -3.95383  0.366
H: -1.87210 -8.77418 -4.84195  0.306
H: -3.39185 -8.73434 -2.07457  0.329
H: -2.74867 -7.36921 -3.06038  0.274
H: -2.20095 -7.70934 -1.46220  0.273
C: 8.37157 10.87431 9.84294  -0.787
O: 7.02933 11.32921 9.75617  -0.322
C: 6.80165 12.09214 8.55904  -0.576
C: 6.66964 11.10935 7.25374  -0.499
N: 5.31228 10.41798 7.17166  -0.509
C: 5.20408 9.23180 8.05675  -0.381
C: 4.41511 8.02802 7.47409  -0.616
O: 4.86634 7.75678 6.14369  -0.346
C: 4.84584 6.40001 5.73766  -0.735
H: 9.19417 11.57233 9.99852  0.309
H: 8.71403 10.15163 9.10229  0.294
H: 8.32258 10.20906 10.70500  0.290
H: 7.43657 12.97329 8.46643  0.385
H: 5.81707 12.38183 8.92616  0.310
H: 7.44253 10.34822 7.14696  0.365
H: 6.58149 11.78534 6.40323  0.387
H: 5.27322 9.96553 6.26951  0.303
H: 4.65530 9.31771 8.99460  0.281
H: 6.17702 8.79040 8.27276  0.268
H: 3.39576 8.41143 7.51903  0.265
H: 4.55029 7.12855 8.07472  0.475
H: 5.77384 5.93547 6.07096  0.295
H: 4.85459 6.21557 4.66342  0.229
H: 3.97333 5.92264 6.18370  0.316
C: -3.68883 -0.29873 1.01234  -0.718
O: -2.36560 0.13842 0.74989  -0.341
C: -1.47995 -0.99494 0.33202  -0.307
C: -0.09427 -0.33994 -0.12674  -0.752
N: 0.83592 -0.17120 1.01310  -0.400
C: 1.26221 -1.52316 1.53981  -0.439
C: 2.22361 -1.33202 2.68688  -0.679
O: 1.54308 -0.82135 3.82517  -0.316
C: 2.38315 -0.56459 4.95031  -0.796
H: -3.76816 -0.52776 2.07505  0.261
H: -4.05868 -1.04360 0.30774  0.313
H: -4.23470 0.63543 0.88021  0.245
H: -1.83740 -1.52811 -0.54892  0.345
H: -1.45349 -1.71740 1.14778  0.330
H: -0.27697 0.66707 -0.50177  0.347
H: 0.42722 -0.93066 -0.87986  0.374
H: 0.46545 0.39254 1.76479  0.286
H: 1.69260 -2.17140 0.77650  0.390
H: 0.38782 -2.02098 1.95900  0.217
H: 2.96375 -0.63165 2.29986  0.326
H: 2.68938 -2.26276 3.01076  0.455
H: 1.67455 -0.73935 5.75991  0.250
H: 2.52282 0.51611 4.92414  0.273
H: 3.33271 -1.06612 5.13711  0.333
C: -3.14241 -8.03615 -12.45854  -0.683
O: -2.47616 -6.74911 -12.18791  -0.358
C: -1.09471 -6.89701 -12.17630  -0.465
C: -0.28408 -5.61588 -11.81166  -0.735
N: -0.52290 -5.19202 -10.48444  -0.270
C: 0.01122 -6.13109 -9.46122  -0.558
C: -0.08489 -5.39621 -8.18366  -0.705
O: -1.44366 -5.19786 -7.76764  -0.316
C: -1.58555 -4.66142 -6.41317  -0.789
H: -2.55051 -8.91815 -12.21393  0.298
H: -3.42040 -8.10011 -13.51054  0.271
H: -4.11920 -7.99174 -11.97686  0.255
H: -0.83490 -7.22796 -13.18182  0.461
H: -0.77352 -7.78549 -11.63265  0.328
H: -0.56392 -4.94418 -12.62321  0.326
H: 0.78881 -5.80760 -11.82754  0.346
H: -1.47229 -4.94235 -10.24692  0.273
H: 1.07242 -6.31211 -9.63208  0.324
H: -0.40944 -7.13405 -9.38900  0.293
H: 0.42304 -4.43297 -8.13580  0.373
H: 0.51433 -5.93542 -7.44998  0.437
H: -0.89450 -3.83879 -6.22929  0.318
H: -1.30609 -5.38935 -5.65152  0.266
H: -2.52746 -4.18513 -6.14102  0.304
N: 5.41285 0.15462 11.76757  -0.356
C: 4.81879 -0.86793 12.24800  0.649
N: 4.69144 -0.77533 13.53138  -0.390
O: 4.31917 -1.84033 11.74704  -0.651
H: 5.86450 0.06085 10.86906  0.239
H: 5.74808 0.82364 12.44589  0.181
H: 4.31012 -1.54220 14.06673  0.205
H: 5.00287 0.06741 13.99280  0.124

Values from the calculation:
F_max: 5.79 eV/A
SMILES: COCCNCCOC.COCCNCCOC.COCCNCCOC.COCCNCCOC.COCCNCCOC.COCCNCCOC.COCCNCCOC.NC(N)=O
HOMO energy: -8.00 eV
E: -3324.4963 a.u.